[1]
This record from the Open Molecules 2025 dataset describes 16 unconnected molecules or ions with the total composition C55H86F13N17O3 at a distorted geometry. The level of theory is ωB97M-V/def2-TZVPD.

Geometry (Å):
C  -0.166  -0.201  7.015
C  -0.005  -0.248  5.482
C  1.435  -0.059  4.977
C  1.631  1.103  4.011
C  0.586  1.214  2.894
C  0.146  -0.126  2.284
C  0.173  -0.178  0.749
O  -1.147  0.042  0.277
C  -1.383  0.372  -1.065
C  -0.412  1.376  -1.702
C  -0.048  2.650  -0.936
C  1.201  3.239  -1.595
C  2.496  2.511  -1.237
C  3.659  3.468  -1.315
N  4.944  2.775  -1.156
C  -1.283  -0.919  -1.929
F  0.046  -1.313  -1.873
C  -2.091  -2.080  -1.379
C  -1.761  -3.408  -2.048
O  -1.468  -4.363  -1.032
C  -0.481  -5.285  -1.380
C  0.186  -5.742  -0.098
F  0.613  -4.691  0.651
F  1.283  -6.496  -0.384
F  -0.636  -6.484  0.678
O  -1.615  -0.682  -3.250
C  -0.539  -0.391  -4.140
C  0.035  -1.578  -4.867
C  1.172  -1.071  -5.750
N  2.353  -0.821  -4.896
C  -2.821  0.950  -1.088
F  -3.665  0.217  -1.865
F  -2.874  2.217  -1.593
C  -3.535  1.023  0.302
F  -4.841  1.374  0.012
F  -3.610  -0.191  0.899
C  -3.082  2.131  1.287
F  -3.584  3.319  0.868
F  -1.757  2.274  1.404
C  -3.628  1.916  2.730
F  -3.252  3.020  3.433
F  -4.971  1.841  2.749
F  -3.072  0.840  3.314
H  -0.446  -1.178  7.368
H  -0.936  0.514  7.266
H  0.763  0.060  7.509
H  -0.697  0.441  5.017
H  -0.334  -1.235  5.170
H  1.840  -0.966  4.543
H  2.057  0.138  5.845
H  2.613  1.094  3.557
H  1.595  2.034  4.575
H  0.951  1.907  2.143
H  -0.292  1.685  3.324
H  0.735  -0.956  2.648
H  -0.888  -0.304  2.561
H  0.922  0.518  0.388
H  0.513  -1.170  0.466
H  0.520  0.878  -1.934
H  -0.810  1.687  -2.659
H  0.181  2.484  0.105
H  -0.825  3.397  -1.053
H  1.090  3.173  -2.678
H  1.311  4.291  -1.346
H  2.449  2.097  -0.232
H  2.700  1.696  -1.928
H  3.562  4.195  -0.517
H  3.644  3.954  -2.292
H  5.129  2.182  -1.954
H  5.670  3.479  -1.168
H  -1.886  -2.203  -0.324
H  -3.154  -1.906  -1.479
H  -2.642  -3.759  -2.583
H  -0.965  -3.333  -2.778
H  -0.891  -6.149  -1.896
H  0.305  -4.833  -1.985
H  0.247  0.197  -3.685
H  -0.961  0.247  -4.910
H  0.504  -2.283  -4.185
H  -0.734  -2.102  -5.425
H  0.873  -0.212  -6.332
H  1.430  -1.903  -6.391
H  2.618  0.154  -4.917
H  2.153  -1.013  -3.925
C  -5.609  -3.115  1.311
C  -5.633  -3.852  0.055
N  -5.651  -4.425  -0.937
H  -6.175  -2.193  1.207
H  -6.051  -3.715  2.103
H  -4.580  -2.876  1.575
C  2.057  -9.292  0.986
C  2.611  -10.614  1.256
N  3.056  -11.648  1.469
H  2.624  -8.809  0.197
H  1.021  -9.383  0.669
H  2.100  -8.681  1.885
C  -4.951  5.831  3.116
C  -4.338  6.956  3.809
N  -3.854  7.845  4.347
H  -5.382  6.168  2.175
H  -4.202  5.072  2.913
H  -5.737  5.397  3.730
C  4.785  -3.058  -7.103
C  3.463  -3.592  -7.396
N  2.409  -3.990  -7.610
H  5.334  -3.755  -6.475
H  5.335  -2.903  -8.028
H  4.681  -2.110  -6.576
C  3.575  5.006  -4.016
C  3.197  3.599  -4.005
N  2.903  2.491  -3.994
H  2.697  5.619  -4.209
H  4.000  5.282  -3.053
H  4.312  5.181  -4.796
C  5.001  -1.329  -11.538
C  5.870  -2.053  -10.619
N  6.550  -2.626  -9.896
H  4.354  -0.657  -10.979
H  5.605  -0.749  -12.233
H  4.389  -2.034  -12.096
C  -1.689  5.939  1.028
C  -0.319  5.486  1.234
N  0.759  5.130  1.395
H  -2.341  5.087  0.862
H  -2.032  6.488  1.905
H  -1.731  6.597  0.163
C  -1.532  -4.594  8.842
C  -1.827  -3.564  7.855
N  -2.059  -2.753  7.078
H  -0.467  -4.603  9.063
H  -2.093  -4.408  9.753
H  -1.822  -5.569  8.453
C  7.284  1.860  2.267
C  5.893  1.435  2.204
N  4.799  1.099  2.144
H  7.854  1.172  2.888
H  7.707  1.872  1.265
H  7.347  2.858  2.696
C  -1.821  -1.532  -9.053
C  -1.410  -0.387  -8.252
N  -1.091  0.506  -7.608
H  -2.145  -1.196  -10.036
H  -0.985  -2.220  -9.165
H  -2.644  -2.047  -8.562
C  -5.542  -4.838  10.266
C  -4.309  -4.930  11.038
N  -3.340  -5.002  11.645
H  -5.967  -3.843  10.370
H  -5.335  -5.029  9.215
H  -6.257  -5.573  10.630
C  -4.252  11.070  3.311
C  -4.596  12.129  2.369
N  -4.869  12.960  1.628
H  -3.176  11.048  3.468
H  -4.745  11.247  4.264
H  -4.571  10.108  2.922
C  6.081  6.054  0.981
C  6.116  6.068  -0.476
N  6.131  6.067  -1.622
H  6.541  5.140  1.349
H  6.625  6.912  1.370
H  5.049  6.097  1.324
C  4.983  -7.462  1.026
C  5.712  -6.543  1.891
N  6.286  -5.821  2.570
H  4.659  -8.327  1.600
H  4.115  -6.959  0.604
H  5.630  -7.797  0.217
C  -8.138  -0.200  -0.605
C  -8.526  -1.593  -0.410
N  -8.819  -2.690  -0.253
H  -9.025  0.412  -0.750
H  -7.595  0.158  0.267
H  -7.497  -0.116  -1.480

For the molar mass, the calculation gives 1280.38 g mol⁻¹. The calculation puts the lowest unoccupied orbital energy at 0.2 eV. Its HOMO energy is -8.83 eV. For the calculated total energy, the calculation gives -125225.8951 eV. Its HOMO-LUMO gap is 9.03 eV.

[2]
This record from the Open Molecules 2025 dataset describes a molecular structure, C55H98Cl52O21 at a distorted geometry. The level of theory is ωB97M-V/def2-TZVPD.

Geometry (Å):
C  -30.164  -10.534  18.677
O  -30.266  -9.385  19.490
C  -31.345  -8.501  19.389
C  -32.474  -8.728  20.378
O  -32.031  -8.280  21.666
C  -31.305  -9.407  22.290
C  -30.890  -9.205  23.741
O  -30.137  -10.363  24.103
C  -30.269  -10.676  25.511
H  -30.521  -10.320  17.651
H  -30.725  -11.378  19.104
H  -29.092  -10.790  18.706
H  -31.786  -8.458  18.351
H  -30.963  -7.517  19.658
H  -32.647  -9.834  20.375
H  -33.355  -8.189  20.115
H  -30.417  -9.697  21.707
H  -31.982  -10.295  22.318
H  -31.768  -9.194  24.400
H  -30.296  -8.293  23.906
H  -29.282  -11.076  25.768
H  -31.031  -11.370  25.812
H  -30.387  -9.758  26.138
C  -22.603  -2.687  28.914
O  -21.578  -3.424  28.181
C  -20.589  -2.496  27.651
C  -21.015  -1.702  26.464
O  -19.847  -0.898  26.145
C  -19.501  -0.802  24.761
C  -18.000  -0.641  24.576
O  -17.396  -1.942  24.740
C  -16.813  -2.227  25.982
H  -23.511  -3.279  28.965
H  -22.914  -1.781  28.332
H  -22.087  -2.465  29.897
H  -19.669  -3.077  27.461
H  -20.329  -1.752  28.471
H  -21.883  -1.052  26.636
H  -21.175  -2.409  25.594
H  -19.967  0.140  24.325
H  -19.962  -1.706  24.250
H  -17.617  0.085  25.299
H  -17.856  -0.297  23.528
H  -17.515  -2.946  26.466
H  -16.768  -1.361  26.592
H  -15.814  -2.710  25.801
C  -17.160  -11.258  22.639
O  -18.421  -11.198  23.384
C  -18.492  -10.722  24.672
C  -18.058  -9.255  24.861
O  -16.672  -9.151  24.526
C  -16.218  -7.826  24.478
C  -16.194  -7.430  23.028
O  -17.529  -7.065  22.627
C  -17.491  -6.818  21.206
H  -17.444  -11.751  21.738
H  -16.309  -11.713  23.189
H  -16.871  -10.226  22.386
H  -17.812  -11.310  25.272
H  -19.582  -10.828  24.834
H  -18.297  -8.994  25.916
H  -18.531  -8.558  24.229
H  -15.177  -7.895  24.878
H  -16.863  -7.126  25.049
H  -15.973  -8.300  22.421
H  -15.416  -6.682  22.827
H  -17.045  -7.712  20.779
H  -16.943  -5.885  21.028
H  -18.491  -6.604  20.845
C  -19.255  -5.386  25.622
O  -18.953  -5.504  26.992
C  -19.998  -6.128  27.708
C  -19.703  -5.925  29.155
O  -18.631  -6.758  29.668
C  -19.139  -8.079  29.871
C  -17.996  -8.980  29.954
O  -17.289  -9.161  28.767
C  -16.226  -8.271  28.527
H  -19.560  -6.346  25.197
H  -18.441  -4.967  25.030
H  -20.147  -4.700  25.415
H  -20.209  -7.183  27.449
H  -20.929  -5.555  27.352
H  -20.671  -6.113  29.771
H  -19.469  -4.843  29.340
H  -19.727  -8.323  28.981
H  -19.763  -8.134  30.737
H  -18.325  -9.963  30.172
H  -17.267  -8.717  30.710
H  -15.547  -8.079  29.379
H  -16.595  -7.290  28.277
H  -15.665  -8.621  27.620
C  -17.098  -13.824  26.855
O  -16.886  -14.045  25.476
C  -17.554  -15.149  24.900
C  -17.538  -14.942  23.410
O  -18.332  -16.046  22.924
C  -18.063  -16.277  21.578
C  -18.279  -15.106  20.669
O  -17.074  -14.267  20.644
C  -17.152  -13.408  19.535
H  -18.105  -13.581  27.164
H  -16.409  -13.068  27.189
H  -16.884  -14.763  27.398
H  -18.616  -15.094  25.270
H  -17.111  -16.066  25.217
H  -16.519  -14.995  22.966
H  -18.004  -13.981  23.294
H  -18.655  -17.072  21.243
H  -16.998  -16.568  21.453
H  -19.136  -14.481  20.936
H  -18.369  -15.504  19.635
H  -16.980  -13.920  18.519
H  -16.305  -12.691  19.590
H  -18.058  -12.857  19.549
C  -30.667  -0.617  29.221
O  -29.444  -0.027  29.530
C  -29.246  0.646  30.756
C  -27.928  1.421  30.676
O  -28.173  2.782  30.438
C  -28.585  3.098  29.176
C  -28.424  4.590  28.770
O  -27.148  5.109  28.914
C  -26.895  5.377  30.270
H  -30.522  -1.235  28.311
H  -31.452  0.117  29.016
H  -31.056  -1.269  29.982
H  -29.187  -0.051  31.608
H  -30.096  1.317  30.978
H  -27.292  1.007  29.886
H  -27.505  1.458  31.709
H  -29.653  2.980  29.097
H  -28.100  2.475  28.390
H  -29.093  5.312  29.275
H  -28.734  4.564  27.717
H  -26.077  6.126  30.273
H  -26.607  4.465  30.794
H  -27.765  5.856  30.781
C  -26.049  -4.531  26.631
O  -24.751  -4.436  27.178
C  -23.729  -4.535  26.215
C  -23.357  -5.957  26.032
O  -22.524  -6.081  24.871
C  -22.004  -7.367  24.536
C  -23.043  -8.382  24.049
O  -23.810  -8.982  25.048
C  -23.136  -9.779  25.954
H  -26.269  -5.557  26.319
H  -26.111  -3.817  25.853
H  -26.809  -4.204  27.350
H  -22.845  -4.000  26.527
H  -24.223  -4.128  25.322
H  -24.185  -6.601  25.922
H  -22.843  -6.426  26.862
H  -21.357  -7.750  25.335
H  -21.310  -7.179  23.683
H  -22.529  -9.210  23.425
H  -23.665  -7.768  23.375
H  -23.903  -10.360  26.454
H  -22.557  -9.144  26.617
H  -22.513  -10.433  25.342
C  -25.435  -8.816  17.873
Cl  -26.895  -8.636  18.845
Cl  -24.482  -7.348  17.833
Cl  -24.393  -10.234  18.492
Cl  -25.828  -9.229  16.227
C  -21.954  -4.996  20.536
Cl  -20.930  -4.242  21.833
Cl  -23.452  -4.066  20.338
Cl  -21.059  -4.785  19.061
Cl  -22.208  -6.670  21.047
C  -27.594  -11.903  28.183
Cl  -28.595  -13.244  27.563
Cl  -26.739  -11.125  26.802
Cl  -28.667  -10.718  28.951
Cl  -26.553  -12.536  29.437
C  -27.508  -2.552  21.578
Cl  -27.670  -2.856  19.837
Cl  -27.860  -3.970  22.496
Cl  -25.846  -1.893  21.860
Cl  -28.648  -1.242  21.950
C  -30.402  -5.609  26.612
Cl  -28.952  -6.461  26.252
Cl  -31.144  -5.092  25.142
Cl  -31.543  -6.706  27.463
Cl  -30.063  -4.201  27.622
C  -28.256  -5.330  31.060
Cl  -27.628  -5.849  32.623
Cl  -28.120  -6.667  29.851
Cl  -29.998  -4.982  31.230
Cl  -27.417  -3.989  30.419
C  -26.679  -7.758  22.299
Cl  -26.009  -9.363  22.176
Cl  -28.420  -7.752  21.780
Cl  -26.550  -7.263  23.946
Cl  -25.804  -6.543  21.241
C  -19.468  -10.490  17.276
Cl  -18.529  -10.270  18.775
Cl  -20.367  -12.042  17.434
Cl  -20.640  -9.128  17.060
Cl  -18.401  -10.655  15.847
C  -26.035  -0.658  26.399
Cl  -25.874  1.103  26.667
Cl  -27.149  -0.887  25.029
Cl  -24.548  -1.535  26.059
Cl  -26.834  -1.367  27.908
C  -22.000  -13.240  22.213
Cl  -21.435  -13.081  23.971
Cl  -20.943  -12.250  21.219
Cl  -21.860  -15.001  21.697
Cl  -23.668  -12.840  21.929
C  -21.034  -13.242  28.864
Cl  -22.354  -12.935  30.007
Cl  -21.149  -12.032  27.593
Cl  -19.512  -13.040  29.725
Cl  -21.221  -14.783  28.074
C  -23.912  -8.291  29.810
Cl  -22.372  -9.156  29.578
Cl  -24.904  -8.497  28.319
Cl  -24.921  -8.748  31.160
Cl  -23.473  -6.660  29.946
C  -25.507  -15.776  26.068
Cl  -27.082  -16.268  25.486
Cl  -25.254  -14.032  25.648
Cl  -25.397  -15.882  27.881
Cl  -24.304  -16.873  25.322

For the molar mass, the calculation gives 2938.92 g mol⁻¹. The calculation puts the lowest unoccupied orbital energy at -0.1 eV. Its HOMO energy is -9.03 eV. For the calculated total energy, the calculation gives -752769.2010 eV. Its HOMO-LUMO gap is 8.96 eV.